[1]
DFT (wB97M-V/def2-TZVPD) results for a structure of composition C34H60CoN2O2Si at a distorted geometry.

```
100
Properties=species:S:1:pos:R:3:forces:R:3
O 1.8137 -2.4806 -1.4398 0.74 -1.19 0.41
O 0.8288 -0.7068 -2.8916 -1.29 0.20 -1.61
C 3.0389 -2.8124 -0.6590 -1.37 -0.11 0.90
C 3.3949 -4.2937 -0.6860 0.58 0.75 -0.13
H 2.8411 -2.5337 0.4020 0.04 0.05 -0.68
H 3.8254 -2.1840 -1.0249 0.30 0.26 -0.46
H 2.7595 -4.8770 -0.0444 -0.33 -0.28 0.16
H 4.4112 -4.3963 -0.2914 -0.09 0.02 -0.09
H 3.3827 -4.6845 -1.6927 0.03 -0.20 -0.29
C 0.7154 -3.3937 -1.1564 0.34 0.64 0.76
C 0.3490 -4.2992 -2.2836 -0.27 -0.45 -0.59
H -0.1087 -2.7351 -0.8748 -0.20 -0.11 0.04
H 0.9693 -3.9735 -0.2685 -0.20 0.24 -0.13
H 0.2186 -3.7570 -3.2321 0.03 -0.26 0.29
H -0.6190 -4.7483 -2.0293 0.14 -0.03 -0.11
H 1.0662 -5.1236 -2.4249 -0.18 0.39 -0.05
C -0.5657 -0.7194 -3.5808 0.73 -0.52 0.23
C 1.8905 -0.9032 -3.9060 0.22 0.40 0.32
C -1.7281 -0.5324 -2.6536 -0.07 0.11 0.02
H -0.5919 -1.6900 -4.0971 -0.11 0.37 0.21
H -0.5296 0.0843 -4.3200 0.43 -0.05 0.26
H -1.8435 -1.3769 -1.9714 -0.08 0.11 0.02
H -2.6037 -0.4862 -3.3178 0.09 -0.21 0.18
H -1.7345 0.4186 -2.1061 0.32 -0.40 -0.24
C 1.9612 -2.2440 -4.5673 0.44 -0.46 -0.06
H 2.7886 -0.7018 -3.3202 -0.03 0.03 -0.32
H 1.7318 -0.1258 -4.6488 0.03 0.20 0.17
H 2.2167 -3.0626 -3.8885 -0.24 0.27 -0.04
H 2.8248 -2.1330 -5.2179 0.09 -0.12 -0.34
H 1.1151 -2.5170 -5.1992 0.00 0.11 0.11
H 1.0683 -1.3905 -2.1758 0.02 -0.11 0.44
N -0.5852 -0.1311 2.5185 -1.38 -1.04 1.67
C -1.3834 0.2140 3.5469 0.87 -1.60 -0.70
C -2.1428 1.3685 3.5613 -0.33 0.92 -0.12
C -2.3068 2.2571 2.4993 0.57 -0.09 -1.48
C -1.5457 -0.7099 4.7378 -0.30 0.03 0.55
H -0.5858 -1.0592 5.1813 -0.56 0.19 -0.57
H -2.1731 -1.5913 4.4867 0.47 0.43 0.11
H -2.0777 -0.1271 5.5134 0.26 -0.52 -0.27
C -3.4148 3.2641 2.5637 -0.59 0.05 0.81
H -4.1843 3.0507 1.8010 0.35 0.20 0.23
H -3.0715 4.3100 2.4550 -0.09 -0.61 -0.10
H -3.8801 3.1564 3.5641 0.06 0.27 -0.64
N -1.5313 2.1982 1.3826 -3.47 1.53 0.48
C -0.1619 -1.4899 2.4003 -0.34 -0.18 0.39
C 1.1289 -1.8568 2.8168 -0.35 -0.12 -0.18
C 2.0987 -0.9091 3.4527 0.44 0.06 0.29
C 1.5327 -3.1786 2.6649 0.28 -0.43 -0.09
H 2.5636 -3.4425 2.9558 -0.63 0.02 -0.13
C 0.6641 -4.1456 2.1763 -0.50 -0.32 -0.08
H 0.9967 -5.1807 2.0436 -0.10 0.35 0.21
C -0.6544 -3.8029 1.8424 0.92 0.94 0.25
H -1.3632 -4.5405 1.5002 0.02 -0.22 -0.07
C -1.0732 -2.4610 1.9050 0.99 -0.59 0.44
C -2.4753 -2.1821 1.4792 -0.46 0.24 -0.29
C -1.9340 2.9502 0.2080 -0.07 0.62 0.29
C -1.4661 4.2883 0.0360 -0.75 -1.28 -1.08
C -0.8224 5.0757 1.1237 0.03 -0.01 -0.02
C -1.6658 4.8861 -1.2238 0.06 -0.44 0.92
H -1.2724 5.8825 -1.3589 -0.04 0.14 -0.22
C -2.3231 4.2182 -2.2326 -0.54 -0.57 -0.88
H -2.4351 4.6828 -3.2191 0.09 -0.13 0.41
C -2.8997 2.9516 -2.0254 0.91 0.86 2.31
H -3.4471 2.4505 -2.7762 -0.62 -0.29 -0.82
C -2.7900 2.3325 -0.7509 0.96 1.20 -0.71
C -3.5557 1.0784 -0.4745 0.06 -0.29 0.10
Co 0.0662 1.3359 1.4892 0.44 0.71 1.89
H 2.7141 -0.3865 2.7083 -0.21 0.06 0.09
H 2.7919 -1.4977 4.0683 -0.10 0.20 -0.13
H 1.6417 -0.1659 4.1126 -0.06 -0.07 -0.30
H -2.5687 -1.2515 0.9069 0.05 -0.11 0.32
H -3.1823 -2.1466 2.3217 0.21 0.15 -0.16
H -2.8037 -3.0030 0.8310 -0.07 0.17 0.11
H 0.0000 5.6509 0.7188 0.24 0.21 0.04
H -0.4601 4.4493 1.9231 0.10 -0.13 0.22
H -1.5320 5.7790 1.5491 -0.16 0.17 0.06
H -4.1412 1.1286 0.4489 0.13 0.05 -0.08
H -2.9094 0.2028 -0.4028 0.01 0.06 0.21
H -4.2425 0.8936 -1.2973 -0.14 -0.02 -0.02
H -2.7888 1.5153 4.4100 0.05 0.10 0.15
C 0.5459 0.3899 0.0367 1.09 -2.03 -3.52
Si 1.5990 1.6540 -0.9075 0.11 0.29 -0.44
H -0.3626 -0.0287 -0.5006 1.12 0.48 0.54
H 1.2032 -0.4480 0.3446 -0.29 0.22 -0.13
C 3.3232 0.9497 -1.3578 -0.79 0.17 0.30
C 2.0008 3.2292 0.0462 -0.11 -0.15 0.13
C 0.6772 2.2601 -2.4370 -0.19 0.12 -0.24
H 0.5775 3.3606 -2.4138 0.12 -0.48 -0.09
H -0.3473 1.8588 -2.4825 0.37 0.21 -0.03
H 1.2149 1.9707 -3.3540 -0.20 0.18 0.15
H 4.0708 1.3931 -0.7121 0.22 0.08 0.16
H 3.5987 1.1612 -2.3827 0.09 0.11 -0.28
H 3.3332 -0.1177 -1.1959 0.13 -0.40 0.00
H 2.5231 2.9818 0.9703 0.06 0.24 -0.10
H 1.1046 3.8102 0.2964 0.30 -0.17 -0.06
H 2.6570 3.8679 -0.5527 -0.05 -0.10 -0.12
C 1.0808 2.2971 2.8146 1.52 1.05 1.18
H 0.7968 2.0979 3.8687 -0.05 -0.03 -0.60
H 1.0265 3.3937 2.6546 0.19 -0.61 0.14
H 2.1415 1.9866 2.6896 -0.45 0.25 0.24
```
Positions in Å, forces in eV/Å.

Values from the calculation:
* <S²>: 6.017
* energy relative to the best compared isomer or geometry (same formula, charge and spin): 144.38 kJ/mol
* total charge: +1
* HOMO (alpha / beta): -9.66 / -10.18 eV
* HOMO-LUMO gap (alpha / beta): 7.82 / 7.84 eV
* multiplicity: 5
* E_tot: -88802.232 eV
* E_LUMO (alpha / beta): -1.8490 / -2.3377 eV
* molar mass: 615.885 g/mol

=====

[2]
DFT (wB97M-V/def2-TZVPD) results for a structure of composition C17H21GeHfIN3O2Se at a distorted geometry.

```
47
Properties=species:S:1:pos:R:3:forces:R:3
Hf -0.9585 -1.1678 -0.3732 -2.09 0.86 0.62
O -1.1236 4.5454 4.8016 0.11 0.11 -0.26
N -1.5101 4.4096 3.6701 -0.45 -0.23 0.21
O -2.0424 5.2437 2.9705 0.24 -0.11 -0.09
C -1.4247 3.0111 3.1271 0.12 -0.12 0.15
C -1.4132 2.0287 4.0511 -0.05 0.26 0.02
C -1.3608 0.6595 3.6646 0.01 -0.13 -0.26
C -1.4204 -0.3812 4.6143 0.01 -0.12 -0.11
C -1.3696 -1.6884 4.1887 0.00 0.09 0.11
C -1.2365 -1.9464 2.8311 0.05 -0.18 -0.16
N -1.1736 -0.9823 1.9073 0.15 0.07 -1.11
C -1.2591 0.3263 2.3078 0.01 0.11 0.16
C -1.2760 1.3729 1.3203 0.00 0.23 0.28
N -1.2227 1.0253 -0.0069 0.10 -0.93 -0.03
C -1.3234 1.9743 -0.9433 0.02 -0.09 -0.19
C -1.4288 3.3163 -0.6301 0.01 0.12 0.15
C -1.4429 3.6986 0.6938 0.02 -0.11 -0.07
C -1.3825 2.7222 1.7173 -0.03 -0.03 -0.15
H -1.4546 2.2863 5.1019 0.02 0.02 0.00
H -1.5156 -0.1445 5.6673 0.01 0.01 0.00
H -1.4270 -2.5140 4.8843 0.01 0.00 -0.01
H -1.1783 -2.9708 2.4806 -0.03 -0.01 -0.02
H -1.3273 1.6549 -1.9799 0.01 -0.04 0.00
H -1.5020 4.0536 -1.4173 0.00 -0.03 -0.03
H -1.5247 4.7413 0.9556 0.00 0.08 0.05
C 1.7936 -0.6715 -5.1312 -0.09 -0.22 0.22
Ge 1.5556 -1.5429 -3.4038 0.06 0.18 0.42
C 2.5287 -3.2219 -3.1580 -0.12 0.26 -0.16
C -0.3915 -1.9348 -2.9392 0.80 0.40 0.19
C 1.9308 -0.1224 -1.9842 0.11 -0.27 -0.54
Se 1.6929 -0.5319 -0.0800 0.27 -0.12 -0.26
C 3.0860 -1.8761 0.1682 0.16 -0.20 0.05
H 1.5798 -1.3906 -5.9220 -0.01 0.02 -0.01
H 2.8389 -0.3738 -5.2219 0.00 -0.01 0.02
H 1.1673 0.2074 -5.2706 -0.04 -0.01 0.06
H 2.3469 -3.8406 -4.0385 -0.02 0.00 0.02
H 2.2135 -3.7906 -2.2835 -0.01 0.03 0.01
H 3.6027 -3.0402 -3.1129 -0.01 0.01 0.03
H -0.8506 -2.4532 -3.7829 -0.25 -0.04 0.14
H -1.0054 -1.0206 -2.8096 -0.13 -0.03 0.02
H -0.4727 -2.6726 -2.1073 -0.11 -0.08 0.03
H 1.2797 0.7329 -2.1885 0.04 0.05 0.05
H 2.9542 0.2443 -2.0818 0.00 0.05 0.13
H 3.0999 -2.5496 -0.6815 -0.06 -0.01 0.03
H 2.9080 -2.4072 1.0992 -0.09 0.02 0.00
H 4.0235 -1.3290 0.2398 -0.06 0.09 -0.02
I -3.5834 -1.6896 -0.9144 1.32 0.06 0.31
```
Positions in Å, forces in eV/Å.

Values from the calculation:
* energy relative to the best compared isomer or geometry (same formula, charge and spin): 36.16 kJ/mol
* total charge: +3
* HOMO: -18.57 eV
* HOMO-LUMO gap: 6.91 eV
* multiplicity: 1
* E_tot: -157776.005 eV
* E_LUMO: -11.6565 eV
* molar mass: 756.338 g/mol

=====

[3]
DFT (wB97M-V/def2-TZVPD) results for the molecule C27H26N2O4.

```
59
Properties=species:S:1:pos:R:3:forces:R:3
C 5.6911 -0.2346 -0.3594 0.15 -0.08 -0.13
C 5.5671 -1.1857 -1.5440 -0.03 -0.14 0.08
N 4.2819 -1.1522 -2.2645 -0.03 0.18 -0.08
C 3.1247 -0.8534 -1.5059 0.03 -0.13 0.09
C 2.5712 0.4166 -1.5559 -0.04 -0.15 -0.10
C 1.4381 0.7288 -0.8321 0.01 -0.12 -0.01
C 0.8189 -0.2388 -0.0201 0.16 -0.16 -0.14
C 1.3813 -1.5371 0.0386 -0.30 0.43 0.13
C 0.7683 -2.6577 0.8399 0.17 -0.39 -0.07
C -0.1121 -3.5828 -0.0509 -0.04 0.22 -0.06
C -1.5876 -3.4498 0.2121 -0.11 -0.05 -0.07
C -2.1510 -3.8892 1.4075 0.09 0.05 -0.15
C -3.5092 -3.7579 1.6415 0.03 -0.02 0.13
C -4.3340 -3.1729 0.6903 0.05 0.04 -0.12
C -3.7809 -2.7217 -0.4980 0.11 -0.01 -0.03
C -2.4208 -2.8694 -0.7361 -0.07 0.00 0.08
C 2.5285 -1.8355 -0.7073 0.07 0.05 0.03
C 3.1167 -3.2178 -0.6670 0.07 -0.03 0.04
C -0.4246 0.1450 0.7132 0.09 0.00 -0.06
O -1.1038 -0.6335 1.3478 0.01 -0.07 0.07
C -0.8680 1.5744 0.6402 -0.01 0.16 0.00
C -1.9635 1.9514 1.3961 0.00 0.03 0.03
C -2.4454 3.2553 1.3584 -0.02 -0.14 0.04
N -3.5818 3.5817 2.1205 0.49 0.36 0.22
C -1.8258 4.1976 0.5209 -0.16 -0.06 -0.06
C -2.3650 5.6004 0.4389 0.14 -0.01 -0.06
C -3.8359 5.6789 0.0901 -0.24 0.41 0.01
O -4.6110 6.4248 0.6291 0.10 -0.42 -0.01
O -4.1845 4.8438 -0.9191 0.31 -0.38 0.39
C -0.7250 3.8123 -0.2189 -0.09 0.10 0.01
C -0.2325 2.5147 -0.1658 -0.02 -0.07 0.03
C 0.9480 2.1344 -0.9589 -0.01 0.11 0.02
O 1.5166 2.9342 -1.6759 0.01 -0.02 -0.02
H 5.1146 -0.5886 0.4933 -0.12 0.10 0.04
H 6.7368 -0.1858 -0.0567 0.03 0.00 0.07
H 5.3697 0.7725 -0.6206 -0.05 0.06 0.03
H 6.3419 -0.9602 -2.2746 0.00 -0.03 -0.09
H 5.7571 -2.2035 -1.1977 0.03 -0.05 0.00
H 4.3389 -0.5130 -3.0438 0.07 0.09 0.05
H 3.0273 1.1796 -2.1714 -0.02 0.09 0.02
H 0.1864 -2.2862 1.6694 -0.09 0.07 0.05
H 1.5710 -3.2633 1.2595 0.06 0.07 0.01
H 0.0627 -3.3358 -1.0992 0.06 -0.03 -0.05
H 0.2010 -4.6210 0.0655 -0.06 -0.06 0.15
H -1.5104 -4.3294 2.1621 -0.01 -0.05 0.05
H -3.9145 -4.1110 2.5802 -0.09 0.00 0.01
H -5.3963 -3.0696 0.8605 -0.04 0.00 0.09
H -4.3954 -2.2489 -1.2520 -0.10 -0.02 0.01
H -2.0036 -2.5175 -1.6715 0.05 0.01 -0.03
H 3.9429 -3.3132 -1.3623 -0.04 0.01 -0.11
H 2.3706 -3.9695 -0.9207 -0.02 -0.04 0.02
H 3.4895 -3.4530 0.3317 0.02 -0.04 0.03
H -2.4441 1.2083 2.0177 -0.04 -0.04 0.01
H -3.6597 4.5759 2.2990 -0.13 0.01 -0.09
H -3.5463 3.1321 3.0266 -0.24 -0.25 -0.11
H -1.8207 6.1669 -0.3183 0.05 -0.03 -0.04
H -2.2253 6.1262 1.3836 -0.09 0.11 0.02
H -5.0487 4.4627 -0.7146 -0.25 0.36 -0.24
H -0.2353 4.5406 -0.8509 0.09 -0.07 -0.09
```
Positions in Å, forces in eV/Å.

Values from the calculation:
* energy relative to the best compared isomer or geometry (same formula, charge and spin): 69.24 kJ/mol
* SMILES: CCNc1cc2c(c(CCc3ccccc3)c1C)C(=O)c1cc(N)c(CC(=O)O)cc1C2=O
* HOMO: -8.60 eV
* HOMO-LUMO gap: 7.90 eV
* multiplicity: 1
* E_tot: -39592.749 eV
* E_LUMO: -0.6989 eV
* molar mass: 442.515 g/mol